The following is a DFT calculation (ωB97M-V/def2-TZVPD) of a 2-piece molecular cluster, C2H8NO2 overall.

The geometry in XYZ format:
```
13
Properties=species:S:1:pos:R:3
C -0.8084 1.4642 0.1520
N -0.3426 0.0558 0.1994
C 1.2027 0.1069 -0.1195
O 1.9120 0.7981 0.7067
H -1.4301 1.5830 1.0533
H -1.4311 1.6898 -0.7186
H -0.0104 2.2009 0.2537
H -0.2426 -0.1033 1.2010
H 1.2597 0.4151 -1.2222
H 1.4922 -0.9954 -0.1951
H -1.3224 -1.2529 -0.3802
H -0.7069 -2.5824 -0.7362
O -1.5569 -2.1311 -0.7810
```

**LUMO energy**: 4.49 eV
**HOMO-LUMO gap**: 7.351 eV
**HOMO energy**: -2.87 eV
**Total charge**: -1

How positive or negative is each atom? The Löwdin charges in e answer that: -0.171 -0.149 -0.606 -0.295 0.060 0.054 0.057 0.078 0.083 0.071 -0.029 -0.001 -0.151

The following is a DFT calculation (ωB97M-V/def2-TZVPD) of C4H11O3Yb as an isolated structure.

The geometry in XYZ format:
```
19
Properties=species:S:1:pos:R:3
O -0.1504 -0.7336 1.3756
Yb 1.4289 -2.1109 1.4756
H -0.5074 1.0264 2.1203
C -0.6789 -0.2980 -0.1018
C 0.4843 -0.3224 -1.0807
O 1.2272 -1.5224 -0.8509
C 2.2740 -1.7439 -1.7815
H -1.3583 0.4866 -0.4806
H -1.3753 -1.1256 -0.3442
H 1.1467 0.5438 -0.9152
H 0.1300 -0.3246 -2.1227
H 2.8317 -2.6213 -1.4352
H 1.8428 -1.9237 -2.7765
H 2.9533 -0.8796 -1.8215
O -0.7874 1.9278 1.4534
C -2.1008 2.3297 1.7557
H -2.0511 3.1986 2.4255
H -2.6649 2.5802 0.8406
H -2.6444 1.5128 2.2640
```

**LUMO energy (alpha / beta)**: 0.35 / -0.17 eV
**HOMO-LUMO gap (alpha / beta)**: 5.327 / 7.174 eV
**HOMO energy (alpha / beta)**: -4.97 / -7.35 eV
**Multiplicity**: 2

How positive or negative is each atom? The Löwdin charges in e answer that: -0.588 0.888 0.173 -0.197 -0.231 -0.410 -0.111 0.107 0.098 0.134 0.131 0.073 0.097 0.096 -0.257 -0.217 0.067 0.072 0.077

The following is a DFT calculation (ωB97M-V/def2-TZVPD) of a 8-piece molecular cluster, C16H26Cl4N6 overall.

The geometry in XYZ format:
```
52
Properties=species:S:1:pos:R:3
C 3.8868 -0.1219 -3.3661
C 3.3427 -1.2504 -2.5855
N 2.9043 -2.1449 -1.9799
H 3.0323 0.5526 -3.3115
H 4.0694 -0.3591 -4.4142
H 4.6486 0.4120 -2.7979
C -2.3613 -2.0598 3.9820
C -3.3643 -1.3090 4.7837
N -4.0639 -0.6619 5.4442
H -2.2987 -1.7610 2.9356
H -2.6855 -3.0689 4.2362
H -1.3679 -1.9911 4.4253
C -3.9777 2.2989 1.5929
C -4.1368 0.8699 1.3199
N -4.2403 -0.2382 1.1170
H -3.1738 2.6425 0.9419
H -3.7634 2.3900 2.6578
H -4.8792 2.7973 1.2368
C 0.3263 -0.6097 -4.8760
C -0.1524 -1.8790 -5.3832
N -0.5132 -2.9158 -5.7728
H 1.3416 -0.4266 -5.2280
H 0.4308 -0.7690 -3.8028
H -0.3382 0.2401 -5.0318
C 0.4015 3.9719 -0.8824
C 0.3778 4.9865 -1.8850
N 0.3106 5.7950 -2.7292
H -0.4257 4.1660 -0.1997
H 1.3465 4.0436 -0.3439
H 0.3159 2.9857 -1.3387
C 2.0147 3.1847 3.0350
C 0.5855 3.0767 2.5723
N -0.4945 2.9719 2.2180
H 2.1959 4.1543 3.4988
H 2.6938 3.0963 2.1869
H 2.2424 2.3608 3.7113
Cl 0.2280 -5.7864 -1.2693
C 0.8354 -4.3047 -0.5128
C 0.6143 -4.2309 0.9666
Cl -1.1369 -3.8845 1.4063
H 0.3954 -3.4339 -0.9986
H 1.9152 -4.3915 -0.6337
H 1.1615 -3.4434 1.4848
H 0.8387 -5.2281 1.3452
Cl -1.1097 -0.2200 -1.4129
C -0.6137 -0.0782 0.2732
C 0.8652 -0.2697 0.5600
Cl 1.8568 0.9785 -0.3594
H -1.2113 -0.6785 0.9592
H -1.0021 0.9148 0.4991
H 1.0766 -1.2350 0.0999
H 1.0561 -0.1388 1.6251
```

**LUMO energy**: -0.13 eV
**HOMO-LUMO gap**: 10.613 eV
**HOMO energy**: -10.74 eV

How positive or negative is each atom? The Löwdin charges in e answer that: -0.066 -0.279 0.155 0.057 0.088 0.086 -0.105 -0.277 0.112 0.020 0.076 0.076 -0.061 -0.295 0.145 0.060 0.085 0.084 -0.086 -0.277 0.129 0.072 0.031 0.089 -0.123 -0.291 0.123 0.070 0.067 0.039 -0.047 -0.246 0.153 0.081 0.066 0.081 0.572 -0.714 -0.597 0.538 0.049 0.055 0.062 0.063 0.590 -0.697 -0.543 0.549 0.048 0.022 0.035 0.076

Results for max |F|: 0.0385, 0.0956, 0.0778 (in hartree/bohr, following the order of the records).